{"formula": "C42H113HgN9O11", "method": "ωB97M-V with the def2-TZVPD basis set", "symbols": ["Hg", "C", "C", "C", "O", "H", "H", "H", "H", "H", "H", "H", "C", "C", "C", "O", "H", "H", "H", "H", "H", "H", "H", "C", "C", "C", "O", "C", "N", "H", "H", "H", "H", "H", "H", "H", "H", "H", "H", "H", "C", "C", "C", "O", "C", "N", "H", "H", "H", "H", "H", "H", "H", "H", "H", "H", "H", "C", "C", "C", "O", "C", "N", "H", "H", "H", "H", "H", "H", "H", "H", "H", "H", "H", "C", "C", "C", "O", "C", "N", "H", "H", "H", "H", "H", "H", "H", "H", "H", "H", "H", "C", "C", "C", "O", "C", "N", "H", "H", "H", "H", "H", "H", "H", "H", "H", "H", "H", "C", "C", "C", "O", "C", "N", "H", "H", "H", "H", "H", "H", "H", "H", "H", "H", "H", "C", "C", "C", "O", "C", "N", "H", "H", "H", "H", "H", "H", "H", "H", "H", "H", "H", "C", "C", "C", "O", "C", "N", "H", "H", "H", "H", "H", "H", "H", "H", "H", "H", "H", "C", "C", "C", "O", "C", "N", "H", "H", "H", "H", "H", "H", "H", "H", "H", "H", "H"], "positions_angstrom": [[-2.62, 7.87, -1.74], [-8.86, 5.89, -3.56], [-7.42, 5.38, -3.83], [-7.40, 4.32, -4.97], [-6.48, 6.40, -3.83], [-9.53, 5.02, -3.53], [-9.16, 6.41, -4.47], [-8.99, 6.51, -2.67], [-7.15, 4.92, -2.88], [-8.32, 3.76, -5.09], [-6.57, 3.62, -5.01], [-7.22, 4.83, -5.92], [-1.63, 1.49, -0.36], [-0.85, 2.58, 0.45], [0.76, 2.38, 0.22], [-1.07, 3.91, 0.17], [-1.38, 1.49, -1.43], [-2.71, 1.66, -0.41], [-1.48, 0.54, 0.15], [-1.03, 2.39, 1.51], [1.42, 2.71, 1.02], [1.15, 2.94, -0.64], [0.86, 1.30, 0.07], [-7.75, 4.92, 5.31], [-6.44, 4.32, 4.74], [-6.55, 2.75, 4.65], [-6.94, 2.21, 5.82], [-6.02, 2.23, 6.92], [-6.25, 4.92, 3.46], [-8.16, 4.52, 6.24], [-8.59, 4.89, 4.61], [-7.77, 6.00, 5.34], [-5.57, 4.52, 5.36], [-5.59, 2.41, 4.27], [-7.29, 2.54, 3.88], [-6.31, 1.44, 7.61], [-6.10, 3.15, 7.49], [-4.97, 2.10, 6.68], [-5.42, 4.59, 2.99], [-6.96, 4.70, 2.78], [-0.82, -3.02, 5.79], [0.23, -3.53, 6.82], [-0.24, -3.92, 8.22], [-0.87, -2.98, 9.10], [0.09, -1.93, 9.42], [0.83, -4.64, 6.14], [-1.68, -3.68, 5.81], [-0.50, -2.77, 4.78], [-1.37, -2.13, 6.11], [1.03, -2.80, 6.90], [0.46, -4.54, 8.78], [-1.09, -4.58, 8.02], [0.71, -1.60, 8.58], [0.86, -2.50, 9.94], [-0.27, -1.07, 9.97], [0.26, -5.46, 6.30], [0.85, -4.64, 5.13], [1.31, 5.30, -5.98], [-0.11, 5.36, -6.60], [-0.41, 4.20, -7.55], [-1.81, 4.14, -7.85], [-2.19, 4.31, -9.22], [-1.05, 5.41, -5.52], [1.52, 4.29, -5.63], [1.38, 6.00, -5.14], [2.02, 5.58, -6.76], [-0.21, 6.29, -7.17], [-0.13, 3.31, -6.98], [0.13, 4.20, -8.49], [-1.70, 5.13, -9.75], [-3.25, 4.57, -9.18], [-2.01, 3.44, -9.84], [-0.93, 4.49, -5.13], [-1.96, 5.41, -5.95], [6.89, -6.56, 1.69], [8.03, -5.61, 2.05], [7.65, -4.12, 2.42], [7.05, -3.53, 1.28], [6.58, -2.19, 1.47], [8.77, -6.30, 3.14], [6.32, -6.90, 2.56], [7.18, -7.45, 1.13], [6.16, -6.06, 1.05], [8.73, -5.60, 1.22], [8.45, -3.50, 2.82], [7.01, -4.16, 3.29], [7.34, -1.46, 1.75], [5.89, -2.31, 2.30], [6.11, -1.82, 0.56], [9.58, -5.79, 3.47], [9.19, -7.16, 2.81], [8.78, 5.37, -4.31], [8.79, 5.48, -2.80], [7.98, 4.34, -2.10], [8.22, 4.34, -0.67], [7.26, 5.10, 0.05], [10.13, 5.45, -2.44], [8.79, 4.32, -4.62], [9.65, 5.91, -4.68], [7.86, 5.77, -4.73], [8.47, 6.39, -2.29], [8.43, 3.44, -2.51], [6.92, 4.32, -2.38], [6.21, 5.10, -0.28], [7.61, 6.12, 0.16], [7.28, 4.75, 1.08], [9.93, 5.23, -1.48], [10.45, 4.52, -2.71], [-2.97, -7.14, 0.06], [-2.40, -8.45, 0.35], [-3.50, -9.41, 0.91], [-3.82, -9.15, 2.23], [-4.98, -9.81, 2.71], [-1.74, -8.89, -0.90], [-3.86, -7.30, -0.55], [-2.41, -6.31, -0.38], [-3.20, -6.73, 1.04], [-1.66, -8.16, 1.10], [-3.11, -10.42, 0.76], [-4.36, -9.38, 0.24], [-5.12, -10.81, 2.31], [-5.82, -9.15, 2.48], [-5.07, -9.80, 3.79], [-1.00, -8.25, -1.16], [-1.31, -9.80, -0.92], [5.57, -1.89, -6.29], [5.02, -2.18, -4.84], [3.57, -2.70, -4.83], [2.68, -1.77, -5.32], [1.33, -2.18, -5.28], [5.96, -3.16, -4.23], [6.03, -2.71, -6.83], [6.27, -1.06, -6.35], [4.79, -1.51, -6.95], [4.98, -1.25, -4.28], [3.32, -2.95, -3.80], [3.57, -3.66, -5.35], [0.57, -1.42, -5.44], [1.08, -2.71, -4.36], [1.30, -3.07, -5.91], [6.85, -2.69, -4.10], [5.72, -3.26, -3.26], [-6.74, -7.75, -5.77], [-7.57, -6.50, -5.38], [-6.76, -5.17, -5.34], [-7.54, -4.22, -4.65], [-6.98, -2.91, -4.67], [-8.52, -6.33, -6.49], [-5.90, -7.93, -5.11], [-6.25, -7.72, -6.75], [-7.41, -8.60, -5.73], [-8.09, -6.73, -4.45], [-6.44, -4.96, -6.36], [-5.82, -5.27, -4.81], [-7.75, -2.15, -4.55], [-6.41, -2.66, -5.56], [-6.25, -2.72, -3.88], [-9.16, -7.09, -6.33], [-8.99, -5.46, -6.30], [2.64, 4.25, 7.16], [2.52, 5.79, 7.19], [3.73, 6.71, 7.20], [4.69, 6.30, 8.14], [5.81, 7.20, 8.20], [1.57, 6.05, 6.10], [1.75, 3.62, 7.24], [3.23, 3.87, 7.99], [3.14, 3.88, 6.27], [1.99, 6.03, 8.11], [3.43, 7.76, 7.23], [4.10, 6.53, 6.19], [5.40, 8.20, 8.30], [6.29, 7.22, 7.22], [6.57, 6.98, 8.96], [2.13, 6.07, 5.26], [0.93, 5.29, 5.94]], "lowdin_charge": [0.039, -0.046, -0.538, -0.033, -0.020, 0.074, 0.079, 0.080, 0.112, 0.077, 0.074, 0.076, -0.058, -0.476, 0.005, -0.015, 0.077, 0.071, 0.075, 0.127, 0.071, 0.075, 0.073, -0.062, -0.431, -0.261, -0.174, -0.083, 0.023, 0.073, 0.071, 0.072, 0.132, 0.117, 0.126, 0.087, 0.082, 0.088, 0.069, 0.072, -0.066, -0.440, -0.204, -0.176, -0.086, 0.013, 0.077, 0.074, 0.064, 0.116, 0.129, 0.124, 0.067, 0.082, 0.089, 0.068, 0.069, -0.055, -0.467, -0.194, -0.205, -0.101, 0.042, 0.068, 0.075, 0.071, 0.135, 0.117, 0.123, 0.082, 0.087, 0.082, 0.073, 0.070, -0.072, -0.397, -0.192, -0.201, -0.097, 0.007, 0.076, 0.073, 0.069, 0.123, 0.117, 0.118, 0.082, 0.085, 0.084, 0.059, 0.065, -0.057, -0.503, -0.167, -0.197, -0.115, 0.032, 0.077, 0.082, 0.074, 0.139, 0.117, 0.122, 0.088, 0.083, 0.083, 0.064, 0.080, -0.111, -0.439, -0.215, -0.173, -0.098, 0.031, 0.085, 0.081, 0.084, 0.131, 0.118, 0.124, 0.090, 0.085, 0.085, 0.065, 0.059, -0.059, -0.387, -0.256, -0.174, -0.102, 0.026, 0.072, 0.063, 0.064, 0.126, 0.120, 0.130, 0.093, 0.076, 0.086, 0.065, 0.056, -0.075, -0.416, -0.218, -0.178, -0.106, 0.023, 0.070, 0.076, 0.071, 0.132, 0.126, 0.119, 0.084, 0.082, 0.079, 0.067, 0.065, -0.079, -0.420, -0.221, -0.177, -0.083, 0.019, 0.071, 0.066, 0.074, 0.128, 0.130, 0.119, 0.080, 0.081, 0.089, 0.060, 0.062], "gap_ev": 1.85, "homo_energy_ev": -7.5, "spin_multiplicity": 1, "fmax_ha_per_bohr": 0.0659}

---

{"formula": "C6H8N", "method": "ωB97M-V with the def2-TZVPD basis set", "symbols": ["C", "C", "C", "C", "C", "C", "N", "H", "H", "H", "H", "H", "H", "H", "H"], "positions_angstrom": [[-2.62, -0.20, 0.08], [-0.51, -1.06, -0.56], [-1.69, -1.12, 0.40], [-0.22, 0.45, -0.53], [-1.40, 0.86, 0.35], [1.13, 0.80, 0.10], [-2.65, 0.97, -0.33], [0.31, -1.63, -0.12], [-0.72, -1.49, -1.54], [-1.79, -1.88, 1.16], [-0.30, 0.93, -1.51], [-1.27, 1.34, 1.31], [1.30, 0.25, 1.02], [1.16, 1.86, 0.32], [1.93, 0.57, -0.60]], "lowdin_charge": [0.001, -0.073, 0.090, -0.291, -0.047, -0.035, 0.285, 0.141, 0.145, 0.159, 0.162, 0.175, 0.094, 0.095, 0.099], "gap_ev": 10.25, "homo_energy_ev": -16.1, "spin_multiplicity": 1, "total_charge": 1, "fmax_ha_per_bohr": 0.0250}

---

{"formula": "C18H23N3O3S2", "method": "ωB97M-V with the def2-TZVPD basis set", "symbols": ["C", "H", "H", "H", "C", "N", "C", "N", "C", "C", "C", "C", "C", "C", "O", "C", "C", "H", "H", "H", "H", "H", "H", "N", "C", "O", "C", "C", "C", "C", "S", "H", "H", "H", "H", "O", "C", "C", "H", "H", "H", "H", "H", "H", "H", "S", "H", "H", "H"], "positions_angstrom": [[-5.89, -2.41, 0.50], [-6.13, -3.47, 0.50], [-4.97, -2.26, 1.06], [-6.69, -1.87, 1.00], [-5.74, -1.91, -0.94], [-5.43, -0.50, -1.01], [-4.26, 0.10, -0.69], [-3.20, -0.70, -0.46], [-1.87, -0.39, -0.21], [-1.44, 0.80, 0.36], [-0.09, 1.03, 0.57], [0.85, 0.04, 0.24], [0.42, -1.17, -0.30], [-0.93, -1.39, -0.53], [-1.45, -2.54, -1.06], [-0.57, -3.60, -1.37], [-1.40, -4.75, -1.91], [-0.76, -5.59, -2.17], [-2.12, -5.08, -1.16], [-1.95, -4.44, -2.80], [0.16, -3.27, -2.13], [-0.02, -3.91, -0.47], [1.16, -1.91, -0.53], [2.18, 0.33, 0.50], [3.29, -0.43, 0.27], [3.28, -1.54, -0.23], [4.55, 0.21, 0.67], [5.79, -0.37, 0.57], [6.83, 0.47, 1.03], [6.37, 1.67, 1.47], [4.67, 1.80, 1.35], [6.93, 2.49, 1.87], [7.87, 0.19, 1.02], [5.93, -1.36, 0.17], [2.30, 1.23, 0.95], [0.38, 2.20, 1.14], [0.43, 3.34, 0.29], [-0.93, 3.99, 0.04], [-1.43, 4.18, 0.98], [-1.56, 3.36, -0.58], [-0.77, 4.94, -0.48], [1.08, 4.04, 0.82], [0.90, 3.07, -0.66], [-2.16, 1.55, 0.65], [-3.31, -1.68, -0.70], [-4.25, 1.76, -0.65], [-6.21, 0.14, -1.06], [-4.96, -2.49, -1.46], [-6.68, -2.07, -1.48]], "nbo_charge": [-0.621, 0.213, 0.213, 0.212, -0.223, -0.597, 0.302, -0.597, 0.082, -0.257, 0.226, 0.188, -0.356, 0.355, -0.539, -0.063, -0.619, 0.219, 0.210, 0.212, 0.181, 0.180, 0.265, -0.613, 0.655, -0.613, -0.314, -0.194, -0.259, -0.387, 0.429, 0.239, 0.229, 0.245, 0.416, -0.536, -0.057, -0.647, 0.214, 0.230, 0.215, 0.184, 0.169, 0.265, 0.414, -0.286, 0.417, 0.186, 0.213], "gap_ev": 7.90, "homo_energy_ev": -7.6, "spin_multiplicity": 1, "fmax_ha_per_bohr": 0.0188, "smiles": "CCNC(=S)Nc1cc(OCC)c(NC(=O)c2cccs2)cc1OCC"}

---

What is the formula in the first record?
C42H113HgN9O11